Entry 1:
Molecular formula: C2HClN2S
Method: DFT, ωB97M-V/def2-TZVPD

Properties
Relative energy (zero: lowest compared OMol25 entry of this formula, charge and spin) ... 99.1 kcal/mol
LUMO energy (alpha / beta) ... -1.83 / -2.53 eV
Strongest force on any atom ... 0.0969 hartree/bohr
E_tot ... -1044.498347 Ha
HOMO level (alpha / beta) ... -9.20 / -8.89 eV
Total charge ... 0
2S+1 ... 1

```
7
Properties=species:S:1:pos:R:3:forces:R:3
C -2.33500 -0.57293 0.03554 -0.543 0.797 0.336
C -1.49640 0.29057 0.19421 2.441 0.526 0.413
N 2.27471 1.16393 0.01108 1.546 -3.247 -1.363
N 2.82221 0.19780 -0.38056 -0.392 4.784 1.341
S -0.15423 1.23496 0.56960 -1.477 -0.359 -0.223
Cl 2.21035 -1.40093 -0.55018 -0.955 -1.628 -0.138
H -3.32163 -0.91340 0.12031 -0.619 -0.873 -0.367
```
Forces are in eV/Å.

Electronic structure analysis, natural (NBO) charges in units of e: C -0.1718; C -0.2816; N 0.0425; N -0.1252; S 0.1833; Cl 0.1204; H 0.2324



Entry 2:
Molecular formula: C2HCuFO2
Method: DFT, ωB97M-V/def2-TZVPD

Properties
Relative energy (zero: lowest compared OMol25 entry of this formula, charge and spin) ... 11.0 kcal/mol
LUMO energy (alpha / beta) ... -6.57 / -8.58 eV
Strongest force on any atom ... 0.0956 hartree/bohr
E_tot ... -1967.183523 Ha
HOMO level (alpha / beta) ... -14.70 / -17.02 eV
Total charge ... +1
2S+1 ... 3

```
7
Properties=species:S:1:pos:R:3:forces:R:3
C -1.58870 0.17120 -0.42325 2.653 -0.640 2.170
C -0.86201 0.78741 -1.43261 -1.038 1.647 -2.450
O -0.68047 1.40940 -2.39906 0.191 -1.711 2.422
O -1.02270 -0.30941 0.62948 -1.844 0.882 -2.323
Cu -3.56342 0.44764 -0.41410 0.131 -0.137 0.094
H 0.91790 -0.10560 0.37034 2.759 1.701 -3.518
F 1.44454 0.29834 -0.46230 -2.852 -1.742 3.603
```
Forces are in eV/Å.

Electronic structure analysis, natural (NBO) charges in units of e: C -0.1786; C 0.7096; O -0.2621; O -0.2410; Cu 0.9495; H 0.5772; F -0.5546



Entry 3:
Molecular formula: C2HDyO2
Method: DFT, ωB97M-V/def2-TZVPD

Properties
Relative energy (zero: lowest compared OMol25 entry of this formula, charge and spin) ... 70.4 kcal/mol
LUMO energy (alpha / beta) ... -5.22 / -7.77 eV
Strongest force on any atom ... 0.1009 hartree/bohr
E_tot ... -1111.877441 Ha
HOMO level (alpha / beta) ... -14.68 / -13.03 eV
Total charge ... +1
2S+1 ... 7

```
6
Properties=species:S:1:pos:R:3:forces:R:3
C 0.15891 2.11243 0.79568 1.598 -3.807 -3.144
C -0.57274 2.60125 1.64868 -0.597 1.526 1.110
H -1.08577 3.19240 2.38322 0.042 -0.227 -0.078
O -0.00675 -2.46340 -0.38873 0.906 1.412 -0.590
Dy 1.13890 -0.74516 -1.10711 -0.894 -1.325 0.610
O 0.69922 1.33759 -0.03695 -1.056 2.420 2.092
```
Forces are in eV/Å.

Electronic structure analysis, Löwdin charges in units of e: C -0.2057; C 0.2947; H 0.0902; O -0.6204; Dy 1.6482; O -0.2070



Entry 4:
Molecular formula: C2HF2IO
Method: DFT, ωB97M-V/def2-TZVPD

Properties
Relative energy (zero: lowest compared OMol25 entry of this formula, charge and spin) ... 85.1 kcal/mol
LUMO energy (alpha / beta) ... 0.01 / -1.06 eV
Strongest force on any atom ... 0.0930 hartree/bohr
E_tot ... -649.313844 Ha
HOMO level (alpha / beta) ... -9.00 / -8.42 eV
Total charge ... 0
2S+1 ... 1

```
7
Properties=species:S:1:pos:R:3:forces:R:3
C -1.76178 -0.94649 0.00682 2.952 -2.691 -2.631
C 1.12925 0.74997 0.09501 0.438 -0.935 -0.771
O -1.77804 -1.52596 -1.03080 -0.313 0.882 1.424
F 0.96639 1.65850 1.02751 0.252 0.142 -0.313
F 1.40521 1.29020 -1.10575 -0.268 0.018 1.156
I 2.49342 -0.88292 0.55301 -0.509 0.701 -0.055
H -2.45443 -0.34330 0.45421 -2.552 1.883 1.190
```
Forces are in eV/Å.

Electronic structure analysis, natural (NBO) charges in units of e: C 0.3370; C 0.5705; O -0.4482; F -0.3201; F -0.3347; I 0.0739; H 0.1218



Entry 5:
Molecular formula: C2HF2IO
Method: DFT, ωB97M-V/def2-TZVPD

Properties
Relative energy (zero: lowest compared OMol25 entry of this formula, charge and spin) ... 59.1 kcal/mol
LUMO energy ... 0.34 eV
Strongest force on any atom ... 0.1091 hartree/bohr
E_tot ... -649.355282 Ha
HOMO level ... -8.35 eV
Total charge ... 0
2S+1 ... 1

```
7
Properties=species:S:1:pos:R:3:forces:R:3
C -1.11251 0.73640 -0.41303 4.643 -2.616 1.755
C 0.71371 -0.47921 0.21995 -5.005 0.831 -1.213
O -1.68073 1.43396 0.27896 -1.484 1.688 1.194
F 0.90467 -1.22872 -0.87079 1.037 0.271 -0.639
F 0.11705 -1.34135 1.06993 0.249 -0.049 0.879
I 2.20535 0.59550 1.05851 1.331 0.479 0.421
H -1.14753 0.28342 -1.34353 -0.772 -0.604 -2.395
```
Forces are in eV/Å.

Electronic structure analysis, natural (NBO) charges in units of e: C 0.4946; C 0.3239; O -0.4164; F -0.3539; F -0.3632; I 0.1601; H 0.1548



Entry 6:
Molecular formula: C2HF3
Method: DFT, ωB97M-V/def2-TZVPD

Properties
Relative energy (zero: lowest compared OMol25 entry of this formula, charge and spin) ... 11.0 kcal/mol
LUMO energy ... 0.89 eV
Strongest force on any atom ... 0.0903 hartree/bohr
SMILES ... FC=C(F)F
E_tot ... -376.343356 Ha
HOMO level ... -9.86 eV
Total charge ... 0
2S+1 ... 1

```
6
Properties=species:S:1:pos:R:3:forces:R:3
C 0.33018 -0.00910 -0.58677 -1.065 4.263 -1.506
C -0.29271 -0.00262 0.60078 1.688 -2.174 -2.088
H 0.18407 0.98480 -1.21741 0.097 -2.344 1.374
F 1.19284 -0.82515 -1.19814 -0.171 -0.448 1.177
F -1.22670 0.81869 0.92732 -0.670 1.319 0.282
F -0.18769 -0.96662 1.47421 0.121 -0.617 0.761
```
Forces are in eV/Å.

Electronic structure analysis, natural (NBO) charges in units of e: C 0.0568; C 0.6522; H 0.1718; F -0.3019; F -0.2798; F -0.2990



Entry 7:
Molecular formula: C2HF3NOS
Method: DFT, ωB97M-V/def2-TZVPD

Properties
Relative energy (zero: lowest compared OMol25 entry of this formula, charge and spin) ... 29.9 kcal/mol
LUMO energy ... 3.81 eV
Strongest force on any atom ... 0.0861 hartree/bohr
E_tot ... -904.648486 Ha
HOMO level ... -3.28 eV
Total charge ... -1
2S+1 ... 1

```
9
Properties=species:S:1:pos:R:3:forces:R:3
C 1.37859 -1.51757 -1.77255 0.565 -0.695 1.172
C -0.60502 0.96735 1.26696 0.804 2.592 -3.499
N 0.29921 -1.16169 -1.46875 0.755 -0.027 -0.487
O 2.49556 -1.98789 -1.82759 -0.582 0.475 -0.583
F -0.80143 -0.08436 1.98247 0.237 -1.148 1.150
F 0.67963 1.46985 1.37178 -0.011 -1.137 0.436
F -1.33313 1.98579 1.71493 -1.342 0.779 1.295
S -1.24977 -0.54418 -1.43631 -0.977 -0.073 -0.733
H -0.86363 0.87269 0.16907 0.552 -0.766 1.248
```
Forces are in eV/Å.

Electronic structure analysis, natural (NBO) charges in units of e: C 0.7461; C 0.8028; N -0.6332; O -0.6711; F -0.3096; F -0.3754; F -0.3619; S -0.3630; H 0.1652



Entry 8:
Molecular formula: C2HF3O
Method: DFT, ωB97M-V/def2-TZVPD

Properties
Relative energy (zero: lowest compared OMol25 entry of this formula, charge and spin) ... 4.9 kcal/mol
LUMO energy ... 0.19 eV
Strongest force on any atom ... 0.0530 hartree/bohr
SMILES ... O=CC(F)(F)F
E_tot ... -451.630483 Ha
HOMO level ... -11.02 eV
Total charge ... 0
2S+1 ... 1

```
7
Properties=species:S:1:pos:R:3:forces:R:3
C 0.58972 0.28321 -0.05747 -1.726 -1.379 1.321
C -0.76168 -0.41938 0.06947 -2.511 1.015 -0.319
H -0.87934 -1.49865 0.18082 0.633 -0.294 0.138
O -1.76183 0.26754 -0.01410 1.093 -1.065 0.240
F 0.28356 1.51394 -0.37669 1.440 0.861 -0.428
F 1.20636 0.21807 1.14100 0.316 0.441 -0.293
F 1.32321 -0.36473 -0.94304 0.755 0.421 -0.659
```
Forces are in eV/Å.

Electronic structure analysis, natural (NBO) charges in units of e: C 0.8921; C 0.3129; H 0.1500; O -0.4510; F -0.2833; F -0.3178; F -0.3029



Entry 9:
Molecular formula: C2HF3O
Method: DFT, ωB97M-V/def2-TZVPD

Properties
Relative energy (zero: lowest compared OMol25 entry of this formula, charge and spin) ... 54.3 kcal/mol
LUMO energy ... -0.40 eV
Strongest force on any atom ... 0.0916 hartree/bohr
SMILES ... O=C=C(F)F.F
E_tot ... -451.551785 Ha
HOMO level ... -9.53 eV
Total charge ... 0
2S+1 ... 1

```
7
Properties=species:S:1:pos:R:3:forces:R:3
C 0.58481 0.18834 0.82719 -0.078 -1.150 3.214
C 0.93834 0.87111 -0.23051 -1.117 1.403 -4.354
O 0.46556 -0.18616 1.92365 0.058 0.187 -1.124
F -1.54058 -1.11366 -0.02039 0.001 0.106 0.079
F -0.03656 1.77852 -0.68455 1.558 -0.992 0.795
F 1.50961 0.27198 -1.32916 -0.304 0.628 1.530
H -1.92118 -1.81015 -0.48625 -0.117 -0.182 -0.140
```
Forces are in eV/Å.

Electronic structure analysis, natural (NBO) charges in units of e: C 0.5935; C 0.4052; O -0.3746; F -0.5624; F -0.3204; F -0.3068; H 0.5656



Entry 10:
Molecular formula: C2HF3O3S
Method: DFT, ωB97M-V/def2-TZVPD

Properties
Relative energy (zero: lowest compared OMol25 entry of this formula, charge and spin) ... 18.8 kcal/mol
LUMO energy ... -0.29 eV
Strongest force on any atom ... 0.0696 hartree/bohr
SMILES ... O=S1(=O)O[C@@H]1C(F)(F)F
E_tot ... -1000.226222 Ha
HOMO level ... -12.21 eV
Total charge ... 0
2S+1 ... 1

```
10
Properties=species:S:1:pos:R:3:forces:R:3
C 0.22650 0.69773 0.34970 1.937 -1.520 -1.293
C -0.90719 1.49584 -0.16363 -3.121 1.750 -0.105
O 3.01125 0.43432 -0.02627 0.746 -0.158 0.750
O 1.67194 1.66289 -1.71854 0.646 -1.139 1.165
O 0.72473 -0.46745 -0.56624 0.285 2.115 -0.532
F -1.14545 2.62644 0.56047 1.019 -0.574 0.653
F -0.70535 1.90887 -1.37171 0.097 0.206 -1.660
F -2.13996 0.90903 -0.18330 1.007 -0.941 0.422
S 1.77028 0.78498 -0.58159 -2.728 -0.101 -0.790
H 0.09967 0.19153 1.26670 0.113 0.362 1.389
```
Forces are in eV/Å.

Electronic structure analysis, natural (NBO) charges in units of e: C -0.2786; C 0.9310; O -0.8417; O -0.8350; O -0.6346; F -0.3190; F -0.2804; F -0.3178; S 2.3216; H 0.2545